{
  "formula": "C31H20BF7",
  "method": "ωB97M-V/def2-TZVPD",
  "elements": ["F", "F", "F", "F", "F", "F", "F", "C", "C", "C", "C", "C", "C", "C", "C", "C", "C", "C", "C", "C", "C", "C", "C", "C", "C", "C", "C", "C", "C", "C", "C", "C", "C", "C", "C", "C", "C", "C", "B", "H", "H", "H", "H", "H", "H", "H", "H", "H", "H", "H", "H", "H", "H", "H", "H", "H", "H", "H", "H"],
  "xyz": [[5.79, 1.75, 2.45], [-3.35, 1.12, -0.43], [-0.50, -2.45, -1.85], [-2.73, -3.16, 0.67], [1.08, -0.85, 2.18], [-3.02, -1.07, 2.54], [-0.53, 2.19, 0.16], [-2.75, -2.33, -2.64], [-4.21, -0.56, -1.85], [-1.48, -3.22, 1.22], [-4.01, -1.72, -2.60], [-3.18, -0.11, -1.06], [-1.95, 2.28, 3.50], [1.51, 0.30, -0.96], [0.90, -3.18, 2.65], [-2.01, -0.87, -0.82], [-0.70, -2.06, 1.17], [4.70, 1.39, 1.68], [-1.02, 1.71, 1.36], [0.99, 2.72, -4.55], [0.46, -2.07, 1.94], [4.48, 0.03, 1.43], [1.36, 1.24, -2.15], [-1.52, 0.41, 1.44], [2.16, 2.86, -3.79], [2.37, 2.09, -2.63], [2.59, 0.67, 0.04], [0.07, -4.30, 2.70], [-1.75, -1.86, -1.80], [-2.37, 0.15, 2.52], [-1.11, -4.34, 1.95], [-2.62, 1.04, 3.54], [3.43, -0.30, 0.58], [-0.02, 1.88, -4.07], [3.87, 2.39, 1.18], [2.80, 2.01, 0.38], [0.18, 1.17, -2.88], [-1.14, 2.61, 2.40], [-1.34, -0.79, 0.53], [2.16, 2.77, -0.05], [-4.83, -2.13, -3.16], [3.29, -1.35, 0.31], [-3.31, 0.75, 4.34], [1.70, -0.71, -1.32], [0.87, 3.23, -5.51], [0.58, 0.19, -0.46], [-0.58, 0.48, -2.54], [-2.52, -3.17, -3.29], [-1.76, -5.21, 1.93], [0.35, -5.16, 3.31], [-0.95, 1.74, -4.62], [2.94, 3.53, -4.17], [5.14, -0.71, 1.87], [-2.06, 2.97, 4.34], [3.34, 2.14, -2.16], [-0.59, 3.55, 2.34], [-5.14, -0.01, -1.83], [4.10, 3.44, 1.38], [1.85, -3.12, 3.16]],
  "max_force_ev_per_a": 1.9,
  "e_lumo_ev": -0.708,
  "smiles": "Fc1cccc(F)c1B(c1c(F)cccc1F)c1c(F)cccc1F.Fc1ccc(Cc2ccccc2)cc1",
  "e_homo_ev": -8.650,
  "de_lowest_kcal_mol": 0.0,
  "total_charge": 0
}